9
Properties=species:S:1:pos:R:3:forces:R:3 method="wB97M-V/def2-TZVPD" multiplicity=1 homo_lumo_gap_ev=5.5013 molar_mass_g_mol=83.9 lumo_energy_ev=-0.95 homo_ev=-6.45 energy_ha=-281.00432
O 1.36470 1.41430 -0.53067 -0.308 -0.916 -0.255
C 0.88839 0.82954 0.49898 0.134 0.799 -0.095
C -0.02792 -0.21970 0.58013 -2.197 -0.651 -0.307
H 1.17916 1.27191 1.48284 0.192 -0.278 -0.373
H -0.21598 -0.44227 1.64480 -0.207 -0.070 -0.414
Li 0.89967 0.14949 -1.89701 -0.941 0.619 0.856
Li -1.48044 -2.48991 0.14387 0.034 1.024 0.100
C -1.38590 -0.42623 -0.36450 3.038 -0.619 0.422
O -1.22168 -0.08713 -1.55844 0.256 0.093 0.066